(1)
Here is C18H32N3O2S2 in the gas phase at a distorted geometry from OMol25. Energies are from ωB97M-V with the def2-TZVPD basis set.

frontier orbital gap (alpha / beta)	9.05 / 9.39	eV
max |F|	1.4	eV/A
HOMO energy (alpha / beta)	-8.4 / -9.1	eV
charge	0
expectation value of S²	0.754
multiplicity	2

Geometry as XYZ:
```
57
Properties=species:S:1:pos:R:3:forces:R:3
S 1.890163 4.666903 1.767306 0.1355 0.1475 0.0562
S -0.797177 -4.597036 -1.627973 0.0020 -0.0019 -0.0516
O -1.619683 0.982852 -0.281999 0.5080 0.1328 0.2738
O -0.218624 4.343793 3.314007 -0.0023 -0.0323 0.0545
N 0.869707 2.443930 3.068963 0.0288 0.2428 -0.1350
N -0.186802 2.237044 3.945325 -0.2148 0.2301 -0.0321
N -1.283785 -0.230434 -0.496234 -1.3143 -0.1181 -0.4313
C 1.897195 -1.906354 -0.462714 0.2868 0.0515 0.1545
C 3.004157 3.002479 -0.235638 -0.1218 -0.1147 -0.0075
C -0.583869 -2.898871 -0.919349 0.1376 -0.2332 0.1449
C -2.572527 -0.414839 -2.623136 -0.0712 -0.0530 -0.1167
C -1.203750 -0.572361 -1.956311 0.6939 -0.0023 -0.1404
C 0.816422 3.686330 2.718726 0.0620 -0.2251 -0.0259
C -1.808051 -2.626542 -0.040572 0.1021 -0.0423 -0.4404
C 1.867707 3.965628 0.094916 0.0574 -0.0039 -0.3289
C 3.063342 1.687198 0.542012 -0.0428 -0.1123 -0.0330
C -1.940588 -1.180830 0.460500 0.5116 -0.2121 0.5739
C -0.684600 -2.019714 -2.167990 -0.2453 0.0745 -0.1362
C -0.236437 0.431389 -2.608225 -0.0452 0.1145 0.0359
C 2.099089 0.655050 -0.057270 0.2207 0.0913 0.1898
C 2.236864 -0.754202 0.523545 0.1422 -0.0231 -0.0617
C 0.752614 -2.873737 -0.103047 -0.0774 0.1759 0.1199
C -3.423404 -0.856637 0.636942 -0.1648 -0.1188 0.1051
C -1.244524 -0.998983 1.837866 -0.1420 0.3842 -0.1793
C -0.776128 3.376389 4.057967 -0.0472 -0.4514 0.1468
H 2.874294 1.839229 1.607594 -0.0316 0.0150 -0.0385
H 1.162580 -3.880212 -0.161228 -0.0050 0.0300 0.0268
H 0.250583 -2.012174 -2.726913 0.0390 -0.0135 0.1077
H 2.358719 0.594486 -1.119217 -0.1971 0.0475 -0.0377
H -2.440399 -0.588791 -3.693569 -0.0238 0.0077 0.0297
H 3.943607 3.554986 -0.167615 0.0271 -0.0754 0.1078
H -3.565646 0.090836 1.153218 0.0613 0.0486 -0.1394
H 3.290401 -0.871469 0.797315 -0.0476 -0.0228 0.0823
H -0.994343 -1.954811 2.293114 0.0176 0.0173 0.0302
H -1.409119 -2.510266 -2.825747 0.0397 0.0316 -0.0156
H -0.505509 0.588448 -3.653550 0.0314 -0.1055 -0.0071
H 1.678301 -0.853163 1.455980 -0.0140 0.0086 -0.0231
H 4.079254 1.289582 0.453926 -0.0005 0.0017 0.0419
H -3.852149 -1.643357 1.265077 -0.0023 0.0408 -0.0062
H -1.775206 -3.307275 0.810781 -0.1377 0.0407 0.0765
H 1.787136 -1.494387 -1.465346 -0.0997 -0.0312 -0.0291
H -0.348089 -0.391115 1.735645 0.0703 -0.1025 0.0387
H -3.976392 -0.848425 -0.300962 0.0543 0.0271 -0.0086
H 1.074496 1.023452 0.035256 -0.0626 -0.0752 -0.1591
H -0.291153 1.395573 -2.106091 -0.0929 -0.0096 -0.0179
H 2.869297 2.729665 -1.289018 0.1371 0.1940 -0.0700
H -0.648686 -5.281436 -0.485663 0.0268 0.0051 0.0483
H -1.630627 3.609509 4.671624 0.0411 0.0616 -0.0613
H 0.883892 3.575221 -0.167971 -0.0246 -0.0682 0.2904
H 0.507914 -2.724230 0.951044 -0.0451 -0.0033 -0.0566
H -3.297592 -1.151100 -2.273388 0.0185 0.0807 0.0772
H 2.799471 -2.520229 -0.508167 -0.0484 -0.0032 -0.1737
H 0.794293 0.087909 -2.569872 -0.0125 -0.0168 0.0273
H -2.688989 -2.902841 -0.627573 -0.0139 0.0958 0.0340
H -1.893394 -0.454900 2.523895 0.0022 -0.0355 0.0157
H 2.007011 4.867553 -0.507258 -0.0914 -0.0543 -0.0502
H -2.961265 0.595287 -2.492935 -0.0153 -0.0372 0.1241
```
Forces are in eV/Å.

Atom charges from the Löwdin analysis, given in e for atoms 1 to 4: 0.994 0.811 -0.024 0.028


(2)
Here is a molecular structure, C33H20CoF9N2PS3Sb at a distorted geometry from OMol25. Energies are from ωB97M-V with the def2-TZVPD basis set.

frontier orbital gap (alpha / beta)	7.80 / 6.59	eV
max |F|	3.2	eV/A
HOMO energy (alpha / beta)	-11.3 / -11.8	eV
charge	+1
expectation value of S²	8.781
multiplicity	6

Geometry as XYZ:
```
70
Properties=species:S:1:pos:R:3:forces:R:3
Sb 9.933315 15.012489 17.691970 0.1948 -0.4321 0.5699
Co 12.415789 13.189705 16.589155 0.1111 -0.3248 0.3277
S 11.814112 15.549885 16.369465 0.2720 -0.1628 0.1304
S 10.202812 12.642373 17.382233 -0.2303 0.2393 0.0035
S 11.816459 14.234418 19.129771 -0.4399 0.3281 -0.6575
P 12.294024 12.090530 14.332331 0.7254 -1.3053 -0.0987
F 6.226929 14.248431 12.761610 1.1311 0.6013 0.3709
F 18.080282 11.906738 10.627754 -0.4776 0.4909 0.2468
F 7.052708 14.676946 10.884137 0.4772 0.2063 -1.1553
F 18.610261 12.998349 12.398989 -0.2767 0.2710 -0.0680
F 11.241148 5.472341 13.441185 0.5180 -0.8024 -0.3130
F 11.695184 5.451704 15.592484 0.1260 0.3985 -0.5816
F 9.701357 5.830442 14.880714 0.0631 0.1314 0.1354
F 7.411702 16.122143 12.468598 -0.2947 -1.0787 -0.1502
F 17.790840 14.072106 10.673696 -0.2956 -0.7527 0.6399
N 13.298778 11.348990 17.640433 -0.0641 1.6096 0.2896
N 14.469039 13.396777 16.375597 0.3272 1.4003 1.0568
C 9.799461 12.113311 13.145787 -0.6500 -1.9144 -0.3478
C 9.701845 14.825047 12.894959 -0.0079 0.6190 0.4655
C 16.265177 12.715775 12.022421 1.3633 -0.9866 0.3654
C 16.041058 11.589094 12.847875 1.2842 -0.4420 -0.5692
C 10.902869 12.829663 13.490066 -0.0270 1.0756 0.2514
C 13.830184 12.290491 13.270318 -1.5986 0.0322 0.5687
C 16.667412 9.950088 17.026575 -0.0592 -0.8678 -0.0832
C 15.304786 10.008996 17.470684 0.2558 2.5465 -0.1790
C 15.250222 12.346285 16.703395 -0.6828 -0.2406 -1.2663
C 13.999215 13.414239 12.429781 1.3837 -2.4418 0.5726
C 8.641660 12.719440 12.671172 0.9825 0.2279 0.2326
C 11.006509 6.060623 14.600588 -1.1417 -0.1776 0.1472
C 11.265490 7.526768 14.481829 0.0927 0.7732 0.4644
C 17.689240 12.941141 11.410333 -0.5151 -0.4664 -0.0205
C 14.816460 11.318250 13.451588 1.4472 1.4339 -0.7376
C 16.536673 12.197638 16.206780 1.3176 0.0568 -0.0881
C 10.806041 14.218387 13.414075 0.7525 -0.6285 -0.3430
C 12.773238 10.401603 18.369626 -1.6062 -0.7766 0.5384
C 15.234877 13.578282 11.797341 -1.2937 0.4192 -0.2652
C 8.596907 14.092021 12.565890 -0.3267 -0.6256 -0.0111
C 14.662979 8.974839 18.110254 -0.3102 -1.0052 -0.0323
C 17.102994 13.295437 15.515978 1.0025 0.1019 1.2015
C 16.395249 14.452989 15.550777 0.7336 1.6291 -1.1990
C 14.587031 11.262608 17.326380 1.0510 -2.9614 -0.2802
C 17.279244 10.981591 16.418253 -0.3595 0.3505 -0.2381
C 11.925730 10.239829 14.300227 0.9196 0.9543 -1.0796
C 13.387286 9.173349 18.569699 0.8328 0.3444 0.2103
C 11.704902 8.089703 13.277465 0.7122 0.2766 -0.7027
C 11.051618 8.337970 15.598150 1.3703 0.9124 -2.1520
C 15.068970 14.493762 15.941461 -0.8080 -1.1683 -0.8317
C 12.122436 9.437484 13.175252 -0.9818 -1.2710 1.4979
C 7.347085 14.788415 12.161831 -1.7231 0.4076 0.5628
C 11.411899 9.673555 15.432227 -1.2008 0.2785 1.5704
H 16.814895 15.374903 15.134921 -0.0543 -0.3740 0.1764
H 18.167139 13.328326 15.186062 -1.0797 -0.4167 0.0459
H 11.772495 10.562802 18.821668 0.5832 0.0831 -0.6710
H 7.824378 12.137125 12.374349 -1.1406 -0.7868 -0.2025
H 15.140071 8.000148 18.236725 -0.0082 0.3460 -0.0172
H 18.296079 10.933185 16.032719 -0.2065 -0.1083 0.1762
H 12.587508 9.820350 12.305693 0.1514 0.2071 -0.9222
H 14.799292 10.423895 14.053358 -0.6829 -0.0023 0.2111
H 9.880233 11.020790 13.279719 -0.5534 0.6263 -0.3396
H 16.871496 10.858293 12.978821 -0.6519 0.6565 -0.0914
H 17.144919 8.983032 17.142209 0.2543 0.1467 0.0576
H 11.167647 10.357973 16.229267 0.1322 -0.0150 0.3518
H 12.950494 8.405480 19.147336 -0.7648 -0.5509 0.4744
H 11.771911 7.467158 12.375329 0.1012 0.1767 0.5880
H 10.708121 8.006135 16.532920 -0.4997 -0.6085 0.9314
H 11.633825 14.787553 13.746570 0.5997 0.7456 0.1823
H 9.627515 15.883368 12.845313 0.1978 0.7383 -0.0403
H 15.279623 14.330029 11.040618 0.4279 0.5889 -0.2130
H 13.165846 13.977883 12.133218 -0.8815 0.9663 -0.0640
H 14.435176 15.319361 15.657186 -0.0007 0.2972 0.3971
```
Forces are in eV/Å.

Atom charges from the Löwdin analysis, given in e for atoms 1 to 4: 0.492 -0.026 0.042 -0.004